{"formula": "C7H9Br2NO2S", "method": "wB97M-V/def2-TZVPD", "symbols": ["C", "C", "C", "C", "C", "C", "C", "N", "O", "O", "S", "Br", "Br", "H", "H", "H", "H", "H", "H", "H", "H", "H"], "coordinates": [[2.7090, 0.6671, -1.7947], [0.2711, 0.1688, -1.2365], [1.6959, 1.9792, -0.3392], [3.5076, 1.5823, -0.8037], [-0.1083, 0.0235, 0.2775], [-1.6180, 0.2307, 0.4667], [0.3505, -1.3570, 0.8277], [1.4568, 1.0135, -1.3005], [3.0658, -0.0357, -2.6740], [-0.0841, 2.5020, 1.4017], [0.8530, 1.4265, 1.1555], [4.5548, 2.9384, -1.6081], [4.4155, 0.7090, 0.6783], [0.5761, -0.7798, -1.6410], [-0.6308, 0.7061, -1.7064], [1.4825, 3.0727, -0.5293], [-1.9835, -0.0204, 1.3737], [-2.3177, -0.2993, -0.2892], [-2.0469, 1.2009, 0.4494], [-0.1117, -1.4152, 1.8131], [1.3580, -1.3001, 0.9975], [0.0869, -1.9856, 0.1087]], "atomic_forces_ev_per_a": [[-0.17, 1.01, 1.47], [-1.10, 1.86, 0.58], [3.02, 0.72, -0.31], [-2.78, 0.43, 1.22], [-0.08, 0.35, -0.78], [-0.54, -0.44, -3.22], [-1.42, 4.80, 2.59], [0.12, -1.40, -2.02], [0.09, -0.70, -0.61], [-1.55, 1.74, 0.80], [0.78, -1.51, 0.32], [-0.11, 0.01, 0.03], [-0.39, 0.10, -0.70], [-0.46, -0.35, -0.64], [1.48, -1.15, 0.06], [0.02, -1.19, 0.18], [-0.63, -1.65, 3.25], [1.64, 0.29, 0.90], [0.63, 1.67, -0.65], [-0.19, -0.83, -0.20], [2.82, -0.31, 0.15], [-1.18, -3.47, -2.41]], "orbital_gap_ha": 0.343, "lumo_energy_ev": 0.1, "de_lowest_kj_mol": 79.8, "spin_multiplicity": 1, "energy_ha": -6023.46602, "e_homo_ev": -9.24}